Computed, not measured: a structure of composition C44H54BrIN2O3ScSi2, with ωB97M-V with the def2-TZVPD basis set.

Output
- energy above the lowest of the compared OMol25 structures with the same formula, charge and spin (eV) = 0.0000
- HOMO-LUMO gap (eV) = 7.8
- HOMO energy (eV) = -11.03
- total charge = +1

Last column: Mulliken charge in e.
Geometry (Å):
Sc -0.049 -0.016 -0.263  -0.0260
C -0.546 -4.522 -1.027  -0.5976
C -0.235 -4.176 0.395  0.6797
N 0.073 -5.145 1.228  -0.6554
C 0.370 -4.851 2.506  -1.1118
C 0.375 -3.576 3.012  0.7959
C 0.732 -3.341 4.457  -0.8473
O -0.315 -2.719 5.195  -0.5463
C 0.056 -2.514 2.131  -0.1006
C 0.087 -1.162 2.652  -1.0150
N 0.007 -0.071 1.968  0.1038
C 0.232 1.158 2.643  0.1820
C 1.206 1.288 3.630  0.0413
C 1.427 2.509 4.244  -0.8600
C 0.697 3.628 3.873  -0.6690
C -0.247 3.534 2.859  -0.6166
C -0.455 2.306 2.258  0.1273
I -1.820 2.207 0.654  0.0335
C -0.261 -2.818 0.806  1.0333
O -0.588 -1.884 -0.079  -1.1033
H -0.566 -5.603 -1.136  0.4291
H 0.212 -4.105 -1.694  -0.2517
H -1.505 -4.102 -1.334  0.3229
H 0.617 -5.695 3.140  0.3774
H 1.587 -2.667 4.542  0.1118
H 1.027 -4.290 4.911  0.4205
H -1.063 -3.324 5.239  0.3637
H 0.182 -1.072 3.731  1.2812
H 1.829 0.438 3.877  0.3791
H 2.195 2.586 5.002  0.4640
H 0.873 4.583 4.349  0.4188
H -0.804 4.404 2.541  0.4539
C -2.646 1.264 -5.627  -1.7797
C -1.165 1.310 -6.032  2.3834
C -0.735 2.783 -5.970  -1.9895
C -1.048 0.838 -7.499  -1.7217
Si -0.035 0.190 -4.987  -0.8470
Br -0.849 0.728 -2.797  -0.3710
C -0.380 -1.671 -5.118  3.4795
C 0.056 -2.451 -3.872  -2.6460
C 0.391 -2.217 -6.338  -1.8222
C -1.874 -1.964 -5.319  -2.3370
C 1.790 0.708 -4.907  2.7644
C 2.635 -0.332 -4.164  -1.8302
C 2.013 2.045 -4.186  -1.5114
C 2.324 0.829 -6.350  -1.9269
H -3.210 1.864 -6.347  0.5525
H -2.809 1.701 -4.641  0.3638
H -3.071 0.264 -5.632  0.3190
H -1.435 3.369 -6.573  0.6245
H 0.261 2.954 -6.374  0.3429
H -0.771 3.176 -4.951  0.3328
H -1.611 1.528 -8.134  0.5661
H -1.470 -0.155 -7.650  0.3040
H -0.019 0.831 -7.866  0.3125
H 1.112 -2.339 -3.633  0.1349
H -0.127 -3.515 -4.059  0.7031
H -0.530 -2.173 -2.995  0.2789
H 1.472 -2.159 -6.206  0.3587
H 0.133 -1.706 -7.268  0.3643
H 0.136 -3.273 -6.468  0.5182
H -2.479 -1.582 -4.494  0.3495
H -2.010 -3.049 -5.352  0.5766
H -2.264 -1.562 -6.252  0.4828
H 2.296 -0.464 -3.135  -0.3043
H 3.666 0.030 -4.116  0.6906
H 2.655 -1.307 -4.650  0.4621
H 1.738 1.982 -3.134  0.0921
H 1.477 2.880 -4.631  0.3195
H 3.081 2.280 -4.223  0.3667
H 2.199 -0.089 -6.928  0.3530
H 3.396 1.040 -6.305  0.5368
H 1.857 1.645 -6.901  0.3680
O 1.788 0.177 -0.236  1.8038
Si 3.433 0.110 -0.262  -0.6096
C 4.121 1.547 -1.227  0.9868
C 3.590 2.826 -1.031  -0.3993
C 4.091 3.927 -1.709  -0.6513
C 5.146 3.767 -2.598  -0.7303
C 5.691 2.508 -2.806  -0.6882
C 5.180 1.409 -2.128  -0.4145
C 3.951 -1.560 -0.915  0.3368
C 3.008 -2.523 -1.280  0.9105
C 3.391 -3.789 -1.702  -0.4172
C 4.738 -4.113 -1.768  -0.8283
C 5.694 -3.178 -1.396  -0.9165
C 5.302 -1.920 -0.964  -0.4660
C 3.949 0.187 1.540  0.6362
C 4.389 1.349 2.175  -0.2444
C 4.685 1.355 3.533  -0.9390
C 4.554 0.194 4.280  -0.6430
C 4.120 -0.977 3.667  -0.8015
C 3.818 -0.975 2.312  -0.2595
H 2.763 2.963 -0.339  0.3661
H 3.666 4.909 -1.544  0.4508
H 5.544 4.624 -3.126  0.3986
H 6.514 2.382 -3.498  0.4278
H 5.610 0.431 -2.309  0.2710
H 1.949 -2.286 -1.219  -0.3632
H 2.643 -4.526 -1.966  0.4312
H 5.044 -5.098 -2.097  0.4044
H 6.745 -3.436 -1.432  0.4444
H 6.062 -1.213 -0.643  0.5400
H 4.521 2.259 1.600  0.3641
H 5.038 2.264 4.005  0.4824
H 4.806 0.193 5.333  0.4099
H 4.045 -1.893 4.241  0.5009
H 3.500 -1.900 1.839  0.3730

Forces on the atoms, in the same order (eV/Å):
Sc 0.04 -0.65 0.11
C -0.02 0.02 -0.01
C -0.01 -0.01 -0.01
N 0.03 0.02 0.08
C -0.03 -0.07 -0.10
C 0.02 0.03 -0.01
C -0.01 -0.01 0.02
O 0.04 0.00 -0.01
C -0.05 0.06 0.10
C -0.03 0.17 0.03
N -0.08 -0.09 -0.13
C 0.03 0.08 0.05
C -0.04 -0.04 -0.02
C -0.03 0.00 0.01
C -0.02 0.02 -0.01
C 0.06 -0.05 0.06
C -0.12 0.05 -0.13
I 0.00 0.04 0.12
C -0.01 0.07 -0.12
O 0.24 0.34 0.02
H 0.01 0.00 0.00
H -0.01 -0.01 0.01
H 0.01 0.00 0.00
H 0.00 0.01 0.01
H 0.01 0.00 0.00
H -0.01 0.00 0.00
H -0.02 -0.02 0.01
H 0.08 -0.03 0.00
H -0.02 0.00 0.01
H -0.01 0.00 0.00
H 0.00 -0.01 0.00
H 0.00 0.00 0.00
C -0.02 0.02 0.00
C 0.04 -0.02 -0.16
C -0.04 0.01 0.02
C -0.03 0.01 0.00
Si -0.04 0.13 0.13
Br -0.15 0.06 0.09
C 0.02 -0.06 -0.08
C 0.01 -0.05 -0.02
C -0.02 -0.01 -0.02
C 0.01 -0.05 0.01
C 0.04 0.01 -0.13
C 0.05 0.00 0.00
C 0.01 0.00 0.03
C 0.04 -0.01 0.03
H -0.01 0.00 0.02
H 0.00 0.00 -0.01
H 0.01 0.04 0.00
H 0.01 0.00 0.01
H 0.01 -0.01 0.00
H 0.01 0.01 -0.01
H 0.00 0.00 0.01
H 0.00 0.01 0.00
H -0.02 0.00 0.02
H 0.01 0.00 0.01
H 0.00 0.01 0.02
H -0.01 0.00 0.01
H 0.00 0.00 0.01
H 0.01 -0.02 0.04
H 0.00 0.00 0.00
H 0.00 -0.01 0.00
H 0.00 0.01 0.00
H 0.01 -0.01 0.00
H -0.01 -0.03 0.05
H 0.00 0.00 0.01
H -0.01 0.00 -0.01
H 0.01 0.01 0.01
H -0.02 0.00 -0.02
H 0.00 0.00 0.01
H -0.01 0.00 0.00
H -0.01 0.00 0.00
H 0.00 0.00 0.01
O -0.02 0.17 -0.56
Si 0.11 -0.15 0.39
C -0.01 0.01 -0.03
C -0.03 -0.01 0.03
C 0.00 -0.01 0.01
C 0.01 -0.01 -0.02
C -0.01 0.01 -0.01
C -0.02 0.01 0.04
C -0.02 -0.04 -0.03
C -0.03 0.04 0.02
C 0.02 0.01 0.02
C 0.00 -0.01 -0.01
C 0.00 -0.02 0.00
C -0.01 0.03 0.02
C -0.01 -0.06 0.05
C 0.04 0.00 -0.02
C 0.04 -0.01 -0.02
C 0.01 0.00 0.01
C 0.00 0.04 -0.02
C 0.01 0.02 0.01
H 0.00 0.01 -0.01
H -0.01 -0.01 0.00
H 0.00 0.00 0.00
H -0.01 0.00 0.01
H 0.00 0.00 -0.02
H -0.02 0.00 -0.03
H 0.00 0.01 -0.01
H 0.00 0.00 0.00
H 0.00 0.01 0.00
H 0.00 -0.02 -0.02
H -0.01 0.00 0.02
H 0.00 0.00 0.00
H -0.01 0.00 -0.01
H 0.00 0.00 0.00
H 0.00 0.00 0.00

=====

Computed, not measured: a structure of composition C44H54F3N6OReSb2Se at a distorted geometry, with ωB97M-V with the def2-TZVPD basis set.

Output
- 2S+1 = 4
- HOMO-LUMO gap (alpha / beta) (eV) = 6.0 / 5.8
- HOMO energy (alpha / beta) (eV) = -8.34 / -8.83
- total charge = +1

Last column: Mulliken charge in e.
Geometry (Å):
Re 0.233 0.431 0.233  -0.0558
C -3.974 -3.096 -0.153  -1.3504
Sb -3.355 -2.053 -1.924  0.3302
C -5.351 -1.786 -2.689  -1.4255
C -2.941 -3.807 -3.191  -1.7630
C -2.814 -5.079 -2.424  0.7014
C -3.970 -5.800 -2.120  -0.4818
C -3.932 -6.964 -1.377  -0.6816
C -2.710 -7.447 -0.923  -0.7435
C -1.553 -6.759 -1.238  -0.5175
C -1.578 -5.579 -1.985  0.8199
C -0.283 -4.907 -2.300  -1.6970
Sb 0.365 -3.358 -0.898  0.5213
C 2.434 -3.732 -1.377  -1.4423
C 0.302 -4.654 0.809  -1.0848
H -4.850 -3.712 -0.342  0.4942
H -4.202 -2.351 0.609  0.4555
H -3.166 -3.731 0.209  0.2321
H -5.890 -2.732 -2.654  0.4001
H -5.305 -1.431 -3.717  0.4018
H -5.882 -1.050 -2.087  0.4082
H -2.048 -3.554 -3.756  0.3680
H -3.783 -3.855 -3.881  0.7301
H -4.920 -5.431 -2.489  0.4020
H -4.846 -7.500 -1.162  0.4101
H -2.659 -8.356 -0.341  0.4092
H -0.596 -7.145 -0.909  0.3499
H -0.275 -4.466 -3.295  0.7573
H 0.534 -5.626 -2.244  0.7101
H 2.628 -4.802 -1.335  0.4763
H 3.081 -3.222 -0.664  0.3774
H 2.659 -3.366 -2.378  0.4061
H 0.941 -5.519 0.639  0.4671
H -0.722 -4.987 0.973  0.3615
H 0.644 -4.107 1.685  0.0734
C 1.428 -1.992 4.479  -0.8387
N 2.321 -0.871 4.201  0.2270
C 3.026 -0.161 5.144  -0.7138
C 3.770 0.751 4.481  -0.3344
N 3.513 0.582 3.140  0.4812
C 4.097 1.339 2.048  -0.8605
C 2.618 -0.404 2.978  -0.1190
Se 2.040 -1.146 1.360  -0.6972
H 1.208 -1.990 5.543  0.3179
H 1.914 -2.927 4.203  0.2958
H 0.514 -1.873 3.908  0.3076
H 2.943 -0.369 6.194  0.4793
H 4.464 1.485 4.844  0.5367
H 4.932 1.917 2.435  0.3125
H 3.349 1.999 1.613  0.0185
H 4.446 0.646 1.284  0.4687
F -1.346 -1.810 1.497  0.0154
C -1.262 -0.450 1.533  0.0443
F -2.557 -0.023 1.363  -0.1972
F -1.025 -0.174 2.869  -0.2320
C -1.039 5.992 3.482  -1.0717
N -1.071 4.562 3.203  0.0756
N 0.096 3.903 2.851  0.4787
C -0.229 2.796 2.106  0.5328
O 0.634 1.915 1.792  -0.2313
C -1.625 2.855 1.890  -0.4654
C -2.093 3.947 2.561  -0.2208
C -3.474 4.494 2.627  -1.7146
C 1.299 4.146 3.564  -0.1857
C 2.474 4.320 2.849  -0.5220
C 3.640 4.625 3.531  -0.7301
C 3.636 4.752 4.913  -0.6119
C 2.456 4.566 5.619  -0.7447
C 1.282 4.261 4.947  0.2872
H -0.038 6.273 3.792  0.4045
H -1.729 6.216 4.292  0.3644
H -1.312 6.568 2.596  0.3485
H -2.201 2.126 1.354  0.3048
H -4.167 3.789 2.176  0.4076
H -3.547 5.440 2.087  0.3757
H -3.774 4.672 3.660  0.3690
H 2.451 4.258 1.771  0.6170
H 4.554 4.794 2.976  0.4862
H 4.546 5.005 5.439  0.4497
H 2.443 4.666 6.695  0.4408
H 0.360 4.107 5.492  0.5601
N 1.710 1.343 -0.944  -0.4499
C 2.473 1.652 -1.749  0.6559
C 3.398 1.999 -2.780  0.3409
C 4.698 1.494 -2.737  -0.3842
C 5.576 1.816 -3.755  -0.6773
C 5.159 2.631 -4.800  -0.3563
C 3.861 3.124 -4.841  -0.7020
C 2.969 2.809 -3.832  -0.3677
H 5.001 0.851 -1.923  0.4915
H 6.584 1.427 -3.739  0.4138
H 5.850 2.880 -5.592  0.4148
H 3.543 3.749 -5.663  0.4154
H 1.949 3.168 -3.855  0.5234
C -3.052 2.160 -1.515  -1.1313
C -2.414 1.475 -2.684  1.0429
C -2.918 1.638 -3.961  -0.7972
C -2.347 0.986 -5.047  -0.9567
C -1.251 0.166 -4.844  -0.8139
C -0.704 -0.027 -3.581  1.5247
C 0.477 -0.947 -3.443  -0.7822
C -1.290 0.636 -2.482  -0.8070
N -0.821 0.470 -1.210  1.7687
H -3.986 2.636 -1.812  0.4850
H -2.392 2.929 -1.106  0.2005
H -3.259 1.442 -0.719  0.1181
H -3.783 2.273 -4.105  0.3868
H -2.756 1.115 -6.039  0.4365
H -0.800 -0.346 -5.685  0.4963
H 0.159 -1.993 -3.466  -0.1668
H 1.014 -0.797 -2.507  -0.1275
H 1.168 -0.804 -4.275  0.4681

Forces on the atoms, in the same order (eV/Å):
Re -0.62 0.07 0.73
C -0.01 0.00 -0.07
Sb -0.04 -0.10 0.04
C 0.05 -0.04 0.04
C -0.06 0.10 0.21
C 0.05 -0.05 -0.07
C 0.01 0.03 -0.03
C 0.08 -0.06 0.04
C -0.09 0.04 -0.02
C -0.04 0.02 0.03
C -0.07 0.05 0.03
C 0.11 0.09 0.08
Sb -0.13 -0.23 0.11
C -0.01 0.08 0.06
C 0.03 0.01 -0.05
H -0.03 -0.05 -0.01
H 0.01 0.00 0.03
H 0.04 -0.02 0.03
H -0.04 -0.02 -0.01
H 0.00 0.02 -0.03
H -0.02 0.03 0.01
H 0.03 -0.05 -0.09
H -0.01 0.00 -0.05
H -0.03 0.01 0.01
H -0.03 -0.02 0.02
H 0.00 -0.03 0.00
H 0.03 -0.02 0.00
H 0.03 0.01 -0.06
H 0.02 -0.06 -0.07
H 0.00 -0.03 0.00
H 0.03 0.00 0.00
H 0.00 0.01 -0.04
H 0.00 -0.03 0.03
H -0.02 0.00 0.00
H 0.01 0.01 0.02
C 0.05 0.00 0.00
N -0.05 0.10 -0.07
C 0.06 0.05 -0.01
C -0.01 -0.02 0.06
N -0.12 0.04 0.02
C 0.04 0.01 -0.11
C -0.08 -0.09 -0.01
Se 0.09 -0.19 -0.17
H -0.02 -0.01 -0.01
H -0.02 0.00 0.01
H -0.09 0.01 -0.05
H -0.01 -0.01 0.05
H 0.03 0.11 0.02
H -0.02 0.01 0.01
H -0.02 -0.02 0.02
H 0.01 0.00 0.03
F 0.01 0.14 -0.06
C -0.15 -0.16 0.13
F 0.04 -0.08 -0.16
F 0.13 0.03 0.05
C 0.02 0.09 -0.05
N 0.04 0.03 0.06
N -0.05 -0.23 -0.14
C -0.04 0.01 0.21
O 0.04 0.09 -0.29
C 0.03 -0.01 -0.02
C -0.05 -0.03 -0.04
C 0.00 -0.02 0.01
C 0.09 0.00 0.03
C -0.09 0.13 0.03
C 0.14 -0.03 -0.02
C -0.02 -0.04 -0.03
C -0.03 0.00 0.03
C 0.02 -0.11 0.02
H -0.02 -0.01 0.04
H 0.00 0.00 -0.02
H 0.03 0.01 0.00
H -0.08 -0.04 -0.05
H 0.00 0.00 0.00
H 0.01 0.01 -0.01
H -0.01 0.00 0.00
H 0.02 -0.01 -0.06
H 0.02 -0.02 0.00
H 0.03 0.02 0.01
H 0.00 0.00 0.02
H -0.05 0.01 -0.01
N 0.83 0.37 -0.63
C -0.31 -0.15 0.22
C -0.04 0.02 0.01
C 0.01 0.01 0.00
C -0.02 0.00 0.00
C -0.01 0.00 0.01
C 0.00 -0.01 0.01
C 0.00 -0.01 -0.02
H 0.01 -0.01 0.02
H 0.03 -0.01 0.00
H 0.02 0.00 -0.03
H -0.01 0.01 -0.02
H -0.01 0.01 0.00
C 0.01 -0.03 -0.01
C 0.11 0.03 -0.04
C 0.00 -0.06 0.02
C -0.01 -0.01 0.02
C -0.01 -0.02 0.02
C 0.05 0.04 -0.05
C 0.02 0.06 -0.01
C 0.11 0.17 0.07
N 0.02 -0.04 -0.02
H -0.01 0.01 0.00
H 0.03 0.02 0.08
H -0.01 -0.03 0.05
H -0.01 0.01 0.00
H -0.02 0.00 -0.03
H 0.01 -0.01 -0.03
H -0.02 0.02 -0.02
H 0.00 0.01 -0.04
H 0.02 0.01 -0.02

=====

> What is the formula in the first record?

C44H54BrIN2O3ScSi2